No. 1
{"formula": "C24H25N4O6PbS", "method": "wB97M-V/def2-TZVPD", "energy_ev": -59625.1073, "charge": -1, "de_lowest_kj_mol": 0.0, "species": ["Pb", "O", "C", "C", "N", "C", "C", "O", "O", "C", "C", "O", "O", "H", "H", "H", "H", "H", "H", "H", "H", "H", "N", "C", "C", "C", "C", "C", "C", "C", "C", "C", "C", "C", "C", "N", "C", "C", "C", "C", "N", "H", "H", "H", "H", "H", "H", "H", "H", "H", "H", "C", "S", "C", "O", "H", "H", "H", "H", "H", "H"], "xyz": [[-2.093404, 1.506518, 1.761958], [0.403588, -0.642581, 0.903150], [1.387054, -0.053982, 1.733225], [0.976343, -0.049182, 3.188329], [-0.129857, 0.882033, 3.499496], [-1.063019, 0.230638, 4.424471], [-1.765705, -0.964584, 3.749770], [-2.132456, -1.895153, 4.448591], [-1.912610, -0.855392, 2.471278], [0.409664, 2.121660, 4.060514], [-0.581535, 3.295345, 4.148265], [-0.307170, 4.188391, 4.940667], [-1.579731, 3.248930, 3.350692], [-0.352698, -0.933792, 1.452464], [1.589772, 0.964050, 1.382525], [2.318453, -0.626140, 1.644771], [1.843654, 0.193024, 3.813730], [0.674760, -1.064688, 3.457079], [-1.820872, 0.959271, 4.728620], [-0.560252, -0.122606, 5.331284], [1.224653, 2.457814, 3.413228], [0.830921, 1.951914, 5.058382], [4.255978, -1.013513, -6.439136], [3.520115, -0.662325, -5.628724], [2.598532, -0.219617, -4.616850], [2.452414, -0.952672, -3.439983], [1.561170, -0.522935, -2.473056], [0.816244, 0.636657, -2.670541], [0.969512, 1.366396, -3.843442], [1.855975, 0.941544, -4.818646], [-0.140724, 1.048491, -1.603662], [0.304377, 2.044150, -0.727026], [1.503560, 2.789838, -0.877457], [1.520848, 3.733964, 0.127549], [0.348808, 3.517017, 0.880308], [-0.376184, 2.514868, 0.388205], [-1.349556, 0.363260, -1.596334], [-1.830437, -0.530168, -2.602105], [-3.072596, -0.949053, -2.193008], [-3.301282, -0.307396, -0.944483], [-2.295140, 0.470519, -0.594239], [3.034711, -1.852296, -3.292191], [1.431103, -1.072433, -1.547690], [0.386958, 2.266923, -3.988774], [1.976216, 1.501783, -5.736012], [2.241179, 2.649022, -1.651740], [2.269136, 4.487104, 0.314377], [0.008899, 4.054966, 1.753471], [-1.317360, -0.792354, -3.515192], [-3.738748, -1.633524, -2.693254], [-4.162682, -0.425189, -0.299150], [-0.167084, -3.969322, -1.997835], [-1.720181, -4.367794, -1.176913], [-1.475951, -3.268591, 0.215833], [-1.567445, -5.765680, -0.676901], [0.644976, -4.192664, -1.305200], [-0.164050, -2.918510, -2.286235], [-0.091776, -4.604551, -2.878375], [-0.578080, -3.579470, 0.750250], [-2.339148, -3.329070, 0.875274], [-1.371841, -2.248863, -0.153601]], "atomic_forces_ev_per_a": [[-0.0627, 0.0062, 0.0367], [-0.0412, -0.0811, -0.0233], [0.0027, 0.0004, 0.0156], [0.0099, 0.0259, 0.0193], [0.0247, -0.0315, -0.0346], [0.0164, 0.0071, -0.0138], [-0.0300, 0.0285, -0.0326], [-0.0030, -0.0139, 0.0142], [0.0402, 0.0065, -0.0298], [0.0057, 0.0211, -0.0287], [-0.0489, -0.0539, 0.0588], [0.0230, 0.0338, -0.0142], [0.0235, -0.0014, -0.0223], [0.0118, 0.1082, -0.0415], [-0.0130, 0.0212, 0.0069], [0.0042, 0.0088, -0.0068], [0.0028, -0.0090, 0.0034], [-0.0104, -0.0029, -0.0010], [-0.0026, -0.0090, 0.0094], [-0.0027, -0.0013, 0.0009], [0.0081, -0.0010, 0.0010], [-0.0023, 0.0068, 0.0013], [0.0009, 0.0006, -0.0007], [-0.0001, 0.0013, -0.0027], [-0.0007, -0.0004, 0.0001], [-0.0081, 0.0072, -0.0016], [0.0196, -0.0118, 0.0167], [0.0099, 0.0291, -0.0380], [-0.0060, -0.0028, 0.0085], [0.0010, -0.0060, 0.0004], [-0.0123, -0.0506, 0.0187], [0.0218, -0.0351, 0.0318], [-0.0095, 0.0411, -0.0181], [0.0126, -0.0309, 0.0185], [-0.0061, 0.0250, -0.0121], [-0.0014, -0.0331, 0.0153], [0.0187, 0.0032, 0.0161], [0.0175, -0.0312, -0.0202], [-0.0028, -0.0053, 0.0255], [0.0293, -0.0452, -0.0028], [-0.0048, 0.0180, 0.0203], [0.0014, -0.0003, 0.0002], [0.0005, 0.0085, 0.0035], [-0.0004, 0.0005, -0.0002], [0.0016, -0.0012, -0.0011], [-0.0068, -0.0059, -0.0078], [-0.0014, 0.0002, 0.0061], [0.0098, -0.0034, 0.0035], [0.0030, -0.0134, 0.0080], [-0.0033, 0.0078, -0.0116], [0.0028, 0.0057, 0.0044], [-0.0224, -0.0082, 0.0184], [0.0292, -0.0079, 0.0186], [0.0000, 0.0198, 0.0209], [-0.0215, 0.0124, -0.0199], [0.0152, 0.0217, -0.0103], [-0.0133, 0.0109, 0.0066], [-0.0097, 0.0009, -0.0018], [-0.0007, -0.0028, -0.0020], [0.0023, -0.0168, -0.0232], [-0.0222, 0.0286, -0.0069]]}

No. 2
{"formula": "C24H25N4OSm", "method": "wB97M-V/def2-TZVPD", "energy_ev": -51201.7799, "spin_multiplicity": 6, "de_lowest_kj_mol": 372.4, "species": ["C", "C", "C", "H", "C", "C", "H", "C", "C", "C", "H", "C", "C", "H", "H", "H", "H", "H", "H", "Sm", "C", "C", "C", "H", "H", "H", "H", "H", "H", "C", "C", "H", "H", "O", "N", "C", "H", "C", "C", "H", "C", "H", "C", "H", "C", "H", "C", "H", "H", "H", "N", "C", "N", "C", "N"], "xyz": [[-3.307041, -0.798823, -0.275402], [-2.344306, -0.404942, -1.236233], [-1.142436, -1.114131, -0.994161], [-2.544074, 0.190380, -2.125055], [-1.353629, -1.965286, 0.147397], [-2.714647, -1.787218, 0.573142], [-0.655626, -2.720234, 0.507564], [-2.034909, 3.175144, 0.832243], [-2.207903, 2.589400, -0.451025], [-0.922850, 2.297049, -0.982683], [-3.162762, 2.518137, -0.995880], [0.060731, 2.737144, -0.029123], [-0.642371, 3.306673, 1.082751], [-0.288974, -1.142511, -1.668255], [-3.246549, -2.395431, 1.305904], [-4.359048, -0.515035, -0.294653], [-0.154245, 3.872704, 1.877058], [-0.733760, 2.002012, -2.015511], [-2.822042, 3.551752, 1.477357], [-1.359789, 0.201332, 1.238409], [1.479238, 2.160272, 0.130124], [2.323982, 2.834915, 1.211321], [2.216363, 2.086383, -1.174348], [2.391745, 3.908163, 0.996876], [3.328384, 2.381615, 1.202831], [1.896792, 2.708224, 2.220507], [2.293743, 3.119733, -1.542088], [1.715619, 1.482602, -1.943248], [3.226545, 1.691073, -1.012212], [1.053736, 0.796704, 0.721118], [1.496996, -0.449433, 1.474083], [0.435377, 0.287306, -0.109704], [0.584653, 1.306752, 1.655503], [0.487147, -0.787446, 2.301756], [2.694117, -1.050656, 1.238688], [2.765742, -2.408820, 0.624040], [3.570658, -0.748303, 1.705744], [2.410726, -2.473783, -0.845943], [1.794957, -3.655767, -1.279578], [1.514765, -4.403963, -0.528639], [1.536272, -3.909991, -2.633854], [1.031981, -4.850359, -2.932570], [1.893974, -2.941825, -3.594447], [1.689075, -3.143783, -4.658267], [2.512398, -1.753439, -3.170447], [2.757236, -1.010169, -3.931004], [2.792592, -1.535160, -1.810047], [3.316814, -0.633312, -1.520051], [2.024565, -3.008922, 1.192289], [3.758657, -2.898194, 0.811383], [-3.315802, 0.724342, 2.471587], [-4.458939, 0.699901, 2.786633], [-5.712559, 0.674789, 2.959511], [-6.403605, 0.614158, 4.053508], [-7.167711, 0.588280, 4.955103]], "atomic_forces_ev_per_a": [[0.3397, -0.7700, -0.3836], [-0.3133, -0.8972, 0.0425], [-0.3755, -0.6645, 0.2881], [0.1577, 0.1535, 0.5493], [-0.9542, -1.0775, -1.0941], [0.3077, -0.6155, -1.0101], [-0.2290, 0.2764, -0.0051], [0.2294, 0.1819, -0.3824], [-0.1181, 0.2307, 0.4345], [0.5558, 0.3772, 0.6531], [0.6147, -0.0917, 0.4501], [-0.5197, 0.2106, 0.2662], [0.0862, -0.5954, -0.6063], [-0.0113, 0.1055, 0.3149], [0.3068, 0.4320, -0.0220], [0.4367, 0.1116, 0.3033], [-0.3396, -0.4404, 0.0527], [0.0292, -0.2809, 0.4224], [0.1014, -0.0759, -0.2015], [-2.8704, 3.8899, 0.0027], [-0.1772, -0.2522, -0.0555], [0.0825, 0.3156, -0.1593], [0.4894, 0.3762, -0.4876], [0.1813, -0.1894, 0.1543], [-0.2247, 0.2786, 0.0728], [0.0999, 0.1252, -0.3718], [0.1550, -0.3442, -0.1400], [-0.0009, 0.1328, 0.2717], [-0.0929, 0.0367, -0.1915], [-0.1831, -0.0083, 1.9522], [-2.6126, 1.0148, 2.5021], [0.4985, 0.6386, 0.7685], [-0.1331, -0.8897, -1.7570], [4.9162, -0.5108, -3.1415], [1.6041, -1.4457, -0.1022], [-0.6526, -0.4617, 1.3694], [-1.3280, 0.3253, -0.7119], [0.2261, -0.4372, -0.6326], [-0.2472, -0.1844, -0.2244], [0.0566, 0.2481, -0.3110], [0.0151, 0.3087, -0.0287], [0.4439, 0.7429, 0.2107], [-0.0899, -0.3030, 0.4858], [0.1488, 0.2902, 0.6384], [-0.3114, -0.4982, 0.0058], [0.1015, -0.1106, 0.3745], [-0.2485, -0.1716, -0.3090], [-0.0714, 0.0319, 0.0694], [0.4368, -0.0834, -0.4556], [-0.7630, 0.8466, -0.0635], [-0.7169, -0.2712, 0.5111], [0.4931, -0.0753, -0.1482], [1.0611, 0.0523, -1.1185], [-2.4344, 0.0376, 2.8533], [1.8435, -0.0260, -1.9049]]}

Which formula does entry 1 have? C24H25N4O6PbS